Entry 1:
This record from OMol25 describes C8H5Cl3Si as an isolated structure at a distorted geometry. The level of theory is wB97M-V/def2-TZVPD.

Max |F|: 2.9 eV/Å
LUMO (alpha / beta): -1.978 / -0.739 eV
2S+1: 1
Gap between HOMO and LUMO (alpha / beta): 0.229 / 0.269 hartree
Total energy: -53819.0101 eV

Structure (XYZ):
```
17
C8H5Cl3Si wB97M-V/def2-TZVPD
C -2.129 0.988 0.466
C -1.509 1.463 -0.648
C -1.920 -0.311 1.056
C -0.464 0.624 -1.319
C -1.007 -1.108 0.409
C -0.344 -0.602 -0.759
C -0.155 -2.360 0.412
C 0.347 -1.876 -0.705
Si 3.055 0.572 0.009
Cl 3.895 2.130 0.944
Cl 3.293 -1.245 1.064
Cl 4.045 0.329 -1.860
H -2.729 1.607 1.141
H -1.778 2.480 -0.957
H -2.593 -0.558 1.827
H 0.145 1.027 -2.128
H -0.152 -3.158 1.051
```

***

Entry 2:
This record from OMol25 describes C42H101AgN9O13 as an isolated structure at a distorted geometry. The level of theory is wB97M-V/def2-TZVPD.

Max |F|: 5.6 eV/Å
LUMO (alpha / beta): -4.967 / -5.034 eV
2S+1: 2
ΔE to the lowest compared entry with this formula, charge and spin: 638.9 kJ/mol
Gap between HOMO and LUMO (alpha / beta): 0.083 / 0.075 hartree
Total energy: -89202.8649 eV

Structure (XYZ):
```
166
C42H101AgN9O13 wB97M-V/def2-TZVPD
Ag 17.113 -31.254 25.528
C 11.292 -27.697 27.986
C 10.503 -26.502 27.745
C 11.156 -25.273 26.898
O 10.764 -24.122 26.993
C 12.384 -25.647 26.140
C 13.048 -26.822 26.441
C 12.481 -27.829 27.373
O 13.103 -28.962 27.582
O 14.058 -27.016 25.669
O 9.299 -26.406 28.125
H 10.909 -28.434 28.676
H 12.713 -24.953 25.381
C 18.936 -21.716 23.794
C 19.704 -22.996 23.733
C 19.950 -23.666 25.138
O 20.839 -24.801 25.056
C 22.153 -24.555 24.617
N 19.075 -23.944 22.819
H 19.608 -20.948 24.179
H 18.059 -21.705 24.441
H 18.532 -21.378 22.840
H 20.605 -22.709 23.191
H 18.952 -23.950 25.471
H 20.355 -22.980 25.882
H 22.702 -25.486 24.473
H 22.815 -24.108 25.359
H 22.135 -24.017 23.670
H 19.627 -24.766 22.623
H 18.296 -24.428 23.241
C 12.123 -16.063 23.619
C 10.999 -16.988 24.125
C 10.174 -17.532 22.954
O 9.453 -16.521 22.309
C 8.694 -17.071 21.225
N 11.742 -17.999 24.845
H 12.680 -16.681 22.915
H 12.744 -15.617 24.395
H 11.699 -15.211 23.086
H 10.370 -16.327 24.721
H 9.449 -18.222 23.385
H 10.783 -18.170 22.313
H 8.387 -16.183 20.672
H 7.873 -17.645 21.654
H 9.343 -17.654 20.570
H 11.161 -18.743 25.205
H 12.414 -18.555 24.336
C 6.325 -18.496 33.472
C 7.375 -18.620 32.473
C 8.756 -17.928 32.925
O 8.786 -16.506 32.856
C 8.777 -16.012 31.504
N 7.499 -20.003 32.195
H 6.804 -18.871 34.377
H 5.478 -19.131 33.212
H 6.060 -17.453 33.644
H 7.058 -18.138 31.548
H 9.540 -18.305 32.268
H 8.934 -18.262 33.947
H 8.804 -14.922 31.503
H 7.815 -16.290 31.073
H 9.492 -16.384 30.771
H 6.563 -20.311 31.975
H 8.028 -20.084 31.338
C 5.952 -33.694 25.965
C 7.341 -33.048 25.832
C 7.273 -31.735 25.035
O 8.545 -31.566 24.520
C 8.665 -30.438 23.629
N 8.011 -32.914 27.104
H 5.226 -32.991 26.374
H 5.971 -34.624 26.534
H 5.516 -33.962 25.003
H 7.994 -33.767 25.337
H 6.947 -30.910 25.668
H 6.632 -31.886 24.166
H 8.197 -29.519 23.983
H 8.254 -30.675 22.648
H 9.685 -30.144 23.383
H 7.866 -31.951 27.371
H 9.008 -32.920 26.943
C 13.452 -32.501 35.049
C 14.333 -31.827 36.171
C 15.329 -32.929 36.727
O 16.205 -32.338 37.678
C 15.581 -32.023 38.922
N 15.001 -30.621 35.696
H 12.832 -31.759 34.547
H 12.816 -33.265 35.496
H 14.136 -32.897 34.298
H 13.694 -31.441 36.966
H 15.799 -33.454 35.895
H 14.768 -33.706 37.246
H 14.602 -31.551 38.836
H 16.231 -31.449 39.581
H 15.494 -32.974 39.448
H 14.321 -29.876 35.750
H 15.661 -30.380 36.422
C 1.781 -27.691 32.612
C 3.319 -27.782 32.768
C 3.928 -29.057 32.236
O 3.198 -30.113 32.884
C 3.670 -31.386 32.525
N 3.909 -26.598 32.157
H 1.540 -27.922 31.575
H 1.367 -26.722 32.891
H 1.287 -28.344 33.332
H 3.563 -27.728 33.829
H 4.990 -29.113 32.473
H 3.680 -29.126 31.176
H 3.074 -32.103 33.088
H 4.747 -31.529 32.612
H 3.505 -31.703 31.495
H 4.431 -26.862 31.334
H 4.544 -26.287 32.878
C 3.332 -21.784 24.030
C 3.791 -23.107 24.520
C 4.563 -24.025 23.466
O 3.577 -24.559 22.571
C 4.044 -25.313 21.493
N 4.582 -22.833 25.663
H 4.180 -21.142 23.790
H 2.736 -21.290 24.797
H 2.731 -21.779 23.121
H 2.970 -23.747 24.841
H 5.084 -24.821 23.998
H 5.286 -23.449 22.888
H 3.885 -26.387 21.585
H 5.059 -25.087 21.165
H 3.492 -25.052 20.590
H 4.878 -23.699 26.090
H 5.469 -22.417 25.415
C 11.499 -23.747 18.500
C 13.019 -23.459 18.209
C 13.505 -22.036 18.700
O 12.798 -20.921 18.250
C 12.851 -20.797 16.832
N 13.827 -24.521 18.809
H 11.131 -24.732 18.215
H 10.885 -23.095 17.878
H 11.182 -23.459 19.502
H 13.180 -23.408 17.132
H 14.593 -21.973 18.706
H 13.339 -21.969 19.775
H 12.245 -21.600 16.411
H 13.863 -20.695 16.440
H 12.359 -19.870 16.537
H 14.728 -24.130 19.044
H 13.447 -24.640 19.737
C 19.258 -24.601 31.500
C 17.875 -25.152 32.000
C 16.549 -24.677 31.301
O 16.241 -23.316 31.668
C 15.180 -22.747 30.858
N 17.889 -26.592 31.844
H 20.024 -24.866 32.228
H 19.366 -23.517 31.553
H 19.637 -24.883 30.518
H 17.690 -24.980 33.061
H 15.771 -25.352 31.658
H 16.699 -24.704 30.222
H 15.170 -21.678 31.073
H 14.172 -23.111 31.056
H 15.370 -22.808 29.787
H 17.020 -27.008 32.146
H 18.483 -27.006 32.549
```

***

Entry 3:
This record from OMol25 describes a 2-piece molecular cluster, C6H12N2 overall at a distorted geometry. The level of theory is wB97M-V/def2-TZVPD.

Max |F|: 6.6 eV/Å
LUMO: 0.588 eV
2S+1: 1
ΔE to the lowest compared entry with this formula, charge and spin: 872.7 kJ/mol
Gap between HOMO and LUMO: 0.288 hartree
Total energy: -9387.8049 eV

Structure (XYZ):
```
20
C6H12N2 wB97M-V/def2-TZVPD
C 0.589 -1.394 1.185
C 0.088 -0.046 0.804
C 1.402 0.609 0.177
C -0.200 -0.517 -1.365
C -0.938 0.288 -0.460
C -1.514 0.238 1.053
H 1.247 -1.864 0.264
H 0.969 -1.312 2.344
H -0.579 -1.900 1.455
H 2.398 0.441 0.584
H 1.317 1.603 0.019
H 1.949 -0.631 -1.490
H -0.265 -1.489 -0.917
H -0.310 -0.365 -2.488
H -2.164 2.414 -0.518
H -0.412 1.955 -1.531
H -1.917 1.188 1.438
H -1.735 -0.746 1.731
N 1.250 0.013 -1.221
N -1.173 1.516 -1.064
```

***

Entry 4:
This record from OMol25 describes a single C2H2Cl2O2 molecule at a distorted geometry. The level of theory is wB97M-V/def2-TZVPD.

SMILES: O=C(Cl)OCCl
Max |F|: 3.9 eV/Å
LUMO: 0.647 eV
2S+1: 1
ΔE to the lowest compared entry with this formula, charge and spin: 100.9 kJ/mol
Gap between HOMO and LUMO: 0.443 hartree
Total energy: -31245.9606 eV

Structure (XYZ):
```
8
C2H2Cl2O2 wB97M-V/def2-TZVPD
C 2.516 0.099 0.620
C 0.387 -0.159 -0.311
O 2.528 1.259 0.392
O 1.507 -0.706 0.331
Cl 3.682 -0.767 1.542
Cl 0.397 -0.258 -2.111
H -0.500 -0.763 0.202
H 0.335 0.842 -0.138
```

***

Entry 5:
This record from OMol25 describes C2AsBaF6OS3 as an isolated structure at a distorted geometry. The level of theory is wB97M-V/def2-TZVPD.

Max |F|: 6.8 eV/Å
LUMO (alpha / beta): -0.586 / -2.331 eV
2S+1: 2
ΔE to the lowest compared entry with this formula, charge and spin: 181.4 kJ/mol
Gap between HOMO and LUMO (alpha / beta): 0.301 / 0.242 hartree
Total energy: -114467.7134 eV

Structure (XYZ):
```
14
C2AsBaF6OS3 wB97M-V/def2-TZVPD
Ba -0.715 0.732 -0.836
S -3.669 0.495 3.087
C -2.785 0.849 1.702
S -3.432 0.208 0.271
S -1.333 1.707 1.822
F 1.346 0.252 -0.131
As 1.275 -1.517 -0.587
F 2.582 -1.204 -1.638
F 0.181 -0.942 -1.934
F 1.074 -3.122 -1.089
F -0.190 -1.534 0.388
F 2.251 -1.905 0.742
O 2.220 2.938 -0.678
C 1.194 3.043 -1.118
```

***

Entry 6:
This record from OMol25 describes a 3-piece molecular cluster, C3H14N2O2 overall at a distorted geometry. The level of theory is wB97M-V/def2-TZVPD.

Total charge: +1
Max |F|: 3.1 eV/Å
LUMO (alpha / beta): -3.160 / -7.979 eV
2S+1: 2
ΔE to the lowest compared entry with this formula, charge and spin: 64.6 kJ/mol
Gap between HOMO and LUMO (alpha / beta): 0.393 / 0.213 hartree
Total energy: -10404.2260 eV

Structure (XYZ):
```
21
C3H14N2O2 wB97M-V/def2-TZVPD
N 1.868 -1.843 0.106
C 1.161 -0.913 -0.727
C -0.372 -1.066 -0.553
N -0.954 0.202 -0.100
C -2.345 0.276 0.316
H 2.816 -1.529 0.271
H 2.020 -2.732 -0.371
H 1.415 0.107 -0.425
H 1.424 -0.906 -1.793
H -0.901 -1.265 -1.491
H -0.559 -1.774 0.247
H -0.709 0.948 -0.770
H -3.011 -0.015 -0.502
H -2.478 -0.343 1.199
H -2.560 1.321 0.515
H 0.933 0.240 2.155
H -0.588 0.354 2.006
O 0.137 0.533 2.616
H 1.630 2.976 -0.964
H 0.234 2.996 -0.607
O 0.842 2.433 -1.128
```

***

Entry 7:
This record from OMol25 describes a single C14H20N2O4 molecule at a distorted geometry. The level of theory is wB97M-V/def2-TZVPD.

SMILES: CC(C)[C@H](N)C(=O)N[C@@H](Cc1ccc(O)cc1)C(=O)O
Max |F|: 1.2 eV/Å
LUMO: 0.619 eV
2S+1: 1
ΔE to the lowest compared entry with this formula, charge and spin: 35.9 kJ/mol
Gap between HOMO and LUMO: 0.348 hartree
Total energy: -26014.2887 eV

Structure (XYZ):
```
40
C14H20N2O4 wB97M-V/def2-TZVPD
C 2.555 -0.969 -0.796
C 2.067 0.482 -0.748
C 2.387 -1.655 0.590
C 3.114 -0.905 1.720
C 0.917 -1.916 0.969
C 0.141 1.958 -0.700
C 0.079 2.243 0.797
C -1.259 2.064 -1.344
C -2.224 1.016 -0.851
C -2.912 1.166 0.352
C -2.413 -0.178 -1.566
C -3.759 0.186 0.840
C -3.263 -1.174 -1.085
C -3.937 -0.994 0.119
H 4.369 -0.068 -0.990
H 4.460 -1.736 -0.965
H 1.923 -1.518 -1.487
H 2.892 -2.627 0.459
H 4.145 -0.702 1.443
H 3.097 -1.511 2.635
H 2.590 0.053 1.899
H 0.403 -2.380 0.121
H 0.390 -0.972 1.229
H 0.871 -2.597 1.835
H 0.134 -0.136 -0.922
H 0.805 2.722 -1.132
H -1.673 3.050 -1.197
H -1.117 1.994 -2.418
H -2.782 2.094 0.905
H -1.893 -0.312 -2.505
H -4.304 0.341 1.789
H -3.410 -2.098 -1.628
H -4.779 -2.678 0.069
H -0.316 3.589 2.006
N 3.914 -0.949 -1.294
N 0.729 0.672 -0.960
O 2.820 1.411 -0.544
O 0.339 1.460 1.685
O -4.776 -1.928 0.638
O -0.323 3.501 1.032
```